Entry 1:
Below is C3H7N3 in the gas phase at a distorted geometry, with properties calculated with ωB97M-V/def2-TZVPD.

CARTESIAN COORDINATES (ANGSTROEM)
C: -0.495 0.112 2.175
N: 0.084 0.641 1.186
N: -0.556 0.853 0.027
C: -1.087 -0.157 -0.826
N: 0.070 0.597 -1.214
C: 1.355 -0.061 -1.184
H: 0.041 0.099 3.105
H: -1.502 -0.301 2.157
H: -0.960 -1.197 -0.518
H: -2.009 0.068 -1.346
H: 1.421 -0.839 -0.409
H: 1.526 -0.508 -2.161
H: 2.114 0.694 -0.993

Summary:
**Energy above the lowest of the compared OMol25 structures with the same formula, charge and spin**: 86.6 kcal per mole
**Maximum force**: 1.8 eV Å⁻¹
**HOMO**: -8.439 eV
**Lowest unoccupied orbital energy**: 1.096 eV
**M**: 85.11 g mol⁻¹
**Multiplicity**: 1
**Total energy**: -282.63621 hartree


Entry 2:
Below is C3H7N3 in the gas phase at a distorted geometry, with properties calculated with ωB97M-V/def2-TZVPD.

CARTESIAN COORDINATES (ANGSTROEM)
N: -2.578 -0.282 2.088
C: -1.652 -0.078 1.408
C: -0.187 0.039 0.794
N: 0.330 1.357 0.646
C: 0.000 -0.736 -0.583
N: 0.804 -0.029 -1.589
H: 0.287 -0.521 1.605
H: 0.838 1.505 -0.222
H: 0.706 1.812 1.460
H: 0.443 -1.716 -0.372
H: -0.998 -0.904 -0.983
H: 1.691 -0.484 -1.779
H: 0.316 0.037 -2.475

Summary:
**Energy above the lowest of the compared OMol25 structures with the same formula, charge and spin**: 21.1 kcal per mole
**Maximum force**: 2.1 eV Å⁻¹
**HOMO**: -9.490 eV
**Lowest unoccupied orbital energy**: 0.697 eV
**M**: 85.11 g mol⁻¹
**Multiplicity**: 1
**Total energy**: -282.74058 hartree


Entry 3:
Below is C3H7N3 in the gas phase at a distorted geometry, with properties calculated with ωB97M-V/def2-TZVPD.

CARTESIAN COORDINATES (ANGSTROEM)
N: 2.091 -0.055 0.037
N: 0.706 -0.007 -0.025
C: -0.046 -1.103 -0.086
N: -1.311 -0.984 0.019
C: -1.626 0.486 0.082
C: -0.215 1.191 -0.042
H: 2.520 0.577 -0.706
H: 2.337 0.235 1.020
H: 0.443 -2.062 -0.071
H: -2.179 0.735 0.924
H: -2.255 0.822 -0.727
H: -0.145 1.647 -1.053
H: 0.196 1.931 0.674

Summary:
**Energy above the lowest of the compared OMol25 structures with the same formula, charge and spin**: 39.7 kcal per mole
**Maximum force**: 2.7 eV Å⁻¹
**HOMO**: -8.178 eV
**Lowest unoccupied orbital energy**: 0.844 eV
**M**: 85.11 g mol⁻¹
**Multiplicity**: 1
**Total energy**: -282.71095 hartree


Entry 4:
Below is a 2-piece molecular cluster, C3H7N3 overall at a distorted geometry, with properties calculated with ωB97M-V/def2-TZVPD.

CARTESIAN COORDINATES (ANGSTROEM)
C: -2.092 0.225 -0.332
C: -0.828 0.795 -0.083
C: 0.428 -0.052 -0.299
N: -3.137 -0.299 -0.360
N: 0.115 -1.367 -0.142
N: 1.626 0.250 -0.713
H: -0.558 1.724 -0.470
H: -0.701 0.772 1.029
H: 0.703 0.431 1.995
H: -0.714 -1.375 0.547
H: 0.897 -2.007 -0.026
H: 1.837 1.267 -0.568
H: 2.425 -0.365 -0.577

Summary:
**Energy above the lowest of the compared OMol25 structures with the same formula, charge and spin**: 105.8 kcal per mole
**Maximum force**: 4.5 eV Å⁻¹
**HOMO**: -6.313 eV
**Lowest unoccupied orbital energy**: 0.177 eV
**M**: 85.11 g mol⁻¹
**Multiplicity**: 1
**Total energy**: -282.60564 hartree


Entry 5:
Below is C3H7N3 in the gas phase at a distorted geometry, with properties calculated with ωB97M-V/def2-TZVPD.

CARTESIAN COORDINATES (ANGSTROEM)
C: -1.713 0.283 2.808
N: -1.405 0.506 1.393
N: -0.190 0.463 0.881
C: 0.092 0.122 -0.477
N: 1.280 0.132 -0.868
C: 1.424 -0.720 -2.234
H: -0.912 0.420 3.500
H: -2.806 0.044 3.030
H: 0.672 0.840 1.424
H: -0.769 0.313 -1.410
H: 1.639 0.036 -3.136
H: 0.556 -0.984 -2.806
H: 2.131 -1.454 -2.104

Summary:
**Energy above the lowest of the compared OMol25 structures with the same formula, charge and spin**: 118.3 kcal per mole
**Maximum force**: 7.3 eV Å⁻¹
**HOMO**: -8.326 eV
**Lowest unoccupied orbital energy**: 0.601 eV
**M**: 85.11 g mol⁻¹
**Multiplicity**: 1
**Total energy**: -282.58571 hartree


Entry 6:
Below is C3H7N3 in the gas phase at a distorted geometry, with properties calculated with ωB97M-V/def2-TZVPD.

CARTESIAN COORDINATES (ANGSTROEM)
N: -1.981 -0.638 0.100
N: -1.812 0.599 -0.201
C: -0.669 1.185 0.030
C: 0.682 0.516 0.560
C: 1.702 0.048 -0.406
N: 0.550 -0.840 -0.151
H: -1.143 -1.359 0.042
H: -2.757 -1.243 -0.451
H: -0.723 2.152 -0.471
H: 0.910 0.422 1.703
H: 1.574 0.690 -1.292
H: 2.736 -0.087 -0.010
H: 0.932 -1.445 0.547

Summary:
**Energy above the lowest of the compared OMol25 structures with the same formula, charge and spin**: 95.6 kcal per mole
**Maximum force**: 7.8 eV Å⁻¹
**HOMO**: -8.298 eV
**Lowest unoccupied orbital energy**: 0.990 eV
**M**: 85.11 g mol⁻¹
**Multiplicity**: 1
**Total energy**: -282.62195 hartree


Entry 7:
Below is C3H7N3 as an isolated structure at a distorted geometry, with properties calculated with ωB97M-V/def2-TZVPD.

CARTESIAN COORDINATES (ANGSTROEM)
C: -0.501 1.476 0.502
C: 0.072 0.177 0.128
N: -0.943 -0.439 -1.908
C: 0.040 -0.867 -0.606
N: 1.091 -0.548 1.474
N: 1.600 -1.661 1.477
H: -1.743 0.148 -1.700
H: -0.470 -0.127 -2.748
H: 2.201 -1.797 2.321
H: 0.568 -1.785 -0.778
H: -0.082 1.756 1.470
H: -1.587 1.424 0.600
H: -0.247 2.243 -0.231

Summary:
**Energy above the lowest of the compared OMol25 structures with the same formula, charge and spin**: 113.3 kcal per mole
**Maximum force**: 7.9 eV Å⁻¹
**HOMO**: -7.692 eV
**Lowest unoccupied orbital energy**: 0.972 eV
**M**: 85.11 g mol⁻¹
**Multiplicity**: 1
**Total energy**: -282.59373 hartree


Entry 8:
Below is a 2-piece molecular cluster, C3H7N3 overall at a distorted geometry, with properties calculated with ωB97M-V/def2-TZVPD.

CARTESIAN COORDINATES (ANGSTROEM)
N: -1.831 -0.377 -0.119
C: -0.733 0.600 -0.118
C: 0.633 -0.001 0.306
N: 0.590 -1.343 0.381
C: 2.215 0.914 -0.669
N: 3.226 1.510 -0.651
H: -2.557 -0.137 0.549
H: -2.280 -0.438 -1.026
H: -0.961 1.436 0.551
H: -0.588 1.009 -1.114
H: 1.209 0.514 1.040
H: -0.281 -1.805 0.131
H: 1.358 -1.882 0.740

Summary:
**Energy above the lowest of the compared OMol25 structures with the same formula, charge and spin**: 52.7 kcal per mole
**Maximum force**: 1.9 eV Å⁻¹
**HOMO**: -9.524 eV
**Lowest unoccupied orbital energy**: 0.454 eV
**M**: 85.11 g mol⁻¹
**Multiplicity**: 1
**Total energy**: -282.69031 hartree